(1)
{"formula": "C6H14N2O2", "method": "the ωB97M-V functional and the def2-TZVPD basis", "multiplicity": 2, "relative_energy_kj_mol": 102.2, "total_energy_ev": -13515.701, "total_charge": 1, "lumo_energy_ev": [-3.42, -8.81], "elements": ["H", "H", "H", "H", "H", "C", "H", "C", "O", "O", "C", "C", "N", "C", "H", "H", "N", "H", "H", "H", "H", "C", "H", "H"], "xyz": [[-0.777, -2.440, -0.794], [-3.661, 1.243, 0.071], [-0.113, -1.725, -2.236], [2.658, -0.890, 2.018], [0.854, -1.364, 2.071], [2.143, 1.035, 0.363], [1.903, 1.721, -1.635], [-1.012, -1.821, -1.657], [-2.652, -1.329, 0.412], [3.162, 1.169, 1.011], [-2.230, -0.346, -0.144], [1.647, 2.047, -0.630], [1.409, -0.139, 0.557], [1.757, -1.152, 1.480], [0.480, -0.197, 0.112], [-2.434, 1.211, 1.274], [-1.355, -0.459, -1.210], [-1.875, -2.351, -2.061], [2.197, 2.960, -0.430], [0.566, 2.181, -0.566], [1.844, -2.085, 0.898], [-2.632, 1.064, 0.211], [-1.142, 0.274, -1.863], [-2.185, 1.825, -0.434]]}

***

(2)
{"formula": "C6H14N2O3S", "method": "the ωB97M-V functional and the def2-TZVPD basis", "multiplicity": 1, "relative_energy_kj_mol": 7.0, "total_energy_ev": -26406.238, "total_charge": 0, "lumo_energy_ev": 0.89, "elements": ["H", "H", "H", "C", "C", "O", "H", "H", "N", "N", "C", "H", "C", "H", "H", "S", "O", "H", "H", "C", "H", "C", "H", "H", "O", "H"], "xyz": [[4.271, 2.948, 0.100], [-4.527, -3.560, 1.115], [4.727, 0.914, -1.280], [3.746, 0.518, -1.027], [-4.875, -3.039, 0.231], [-1.925, -0.182, -0.276], [-1.076, 0.325, -0.460], [2.616, 3.428, 0.485], [-0.659, -1.095, 1.355], [0.338, 1.178, -0.949], [1.448, 1.078, -0.364], [3.399, -0.103, -1.850], [2.765, 1.664, -0.765], [0.340, 1.743, -1.798], [3.339, 2.032, 1.288], [-4.338, -1.276, 0.331], [-5.138, -0.700, 1.383], [-5.958, -3.065, 0.185], [1.443, 0.472, 0.538], [3.279, 2.577, 0.349], [-0.657, -1.759, 2.120], [-1.755, -1.012, 0.744], [2.643, 2.251, -1.685], [-4.445, -3.480, -0.661], [-2.841, -1.751, 1.030], [3.841, -0.107, -0.141]]}

***

(3)
{"formula": "C6H14N2S", "method": "the ωB97M-V functional and the def2-TZVPD basis", "multiplicity": 1, "relative_energy_kj_mol": 664.8, "total_energy_ev": -20256.171, "total_charge": 0, "lumo_energy_ev": [-0.13, -0.15], "elements": ["H", "H", "H", "C", "C", "N", "S", "N", "H", "H", "H", "H", "H", "C", "H", "C", "H", "C", "H", "H", "H", "C", "H"], "xyz": [[-3.270, -0.106, -1.448], [3.198, -0.739, -1.001], [-1.131, -2.435, -0.669], [1.447, 0.258, -0.305], [0.438, 0.476, -1.369], [-0.989, -1.432, 1.109], [-1.209, 0.102, -0.499], [-2.399, 0.318, -1.510], [1.265, 0.919, 0.520], [-1.744, 2.308, 0.016], [-2.319, -2.927, 0.499], [-0.585, -3.358, 0.728], [0.621, 1.416, -1.983], [-1.088, 1.518, 1.936], [-1.384, 2.149, 2.721], [-1.293, 1.515, 0.611], [1.107, -0.841, 0.176], [2.854, 0.224, -0.686], [3.164, 0.997, -1.365], [-0.937, 0.394, 2.310], [3.383, 0.572, 0.269], [-1.330, -2.538, 0.343], [0.492, -0.425, -2.066]]}

***

(4)
{"formula": "C6H14N3O", "method": "the ωB97M-V functional and the def2-TZVPD basis", "multiplicity": 1, "relative_energy_kj_mol": 137.8, "total_energy_ev": -12958.294, "total_charge": 1, "lumo_energy_ev": -3.16, "elements": ["N", "H", "C", "C", "H", "H", "H", "C", "H", "C", "H", "O", "H", "H", "N", "C", "H", "H", "N", "C", "H", "H", "H", "H"], "xyz": [[1.119, 0.575, 0.112], [-1.722, 1.827, -0.388], [-1.550, -0.267, -0.660], [1.925, -0.380, -0.646], [2.486, -2.113, 0.712], [1.645, -0.441, -1.638], [-3.598, 1.780, 0.598], [0.199, 0.048, 0.907], [2.217, 2.345, 0.587], [1.359, 1.985, 0.034], [-1.499, -2.165, -1.229], [-3.210, 0.889, 0.668], [-0.329, 0.730, 1.605], [1.203, -2.495, -0.445], [-1.920, -1.600, -0.491], [-2.224, 0.865, -0.269], [-2.734, -1.746, 0.035], [-0.764, -0.006, -1.388], [0.517, -1.264, 1.126], [1.665, -1.665, 0.271], [0.090, -1.826, 1.802], [0.534, 2.576, 0.380], [2.906, 0.053, -0.665], [1.687, 2.296, -1.016]]}

***

(5)
{"formula": "C6H14N3O", "method": "the ωB97M-V functional and the def2-TZVPD basis", "multiplicity": 1, "relative_energy_kj_mol": 451.7, "total_energy_ev": -12955.041, "total_charge": 1, "lumo_energy_ev": -3.31, "elements": ["H", "H", "H", "C", "C", "H", "C", "N", "H", "H", "C", "H", "H", "N", "H", "O", "H", "C", "C", "H", "H", "N", "H", "H"], "xyz": [[-0.752, -1.189, -0.870], [-3.359, 1.228, -0.623], [0.044, 1.953, 0.776], [-2.747, 0.361, -0.334], [-1.319, 0.732, -0.405], [-3.063, -0.189, 0.576], [1.719, -2.565, -0.378], [1.456, 0.160, 1.101], [0.752, -2.921, -0.702], [-1.172, 1.064, 1.554], [-1.011, 1.667, 0.754], [1.456, -0.201, 2.025], [3.041, 1.643, -1.225], [-0.516, -0.477, -0.132], [-1.563, 2.564, 0.938], [2.581, 0.969, 0.753], [2.007, -2.868, 0.636], [2.473, 0.930, -0.601], [0.933, -0.451, -0.059], [2.534, -2.540, -0.977], [-1.038, 1.084, -1.369], [1.572, 0.213, -1.079], [-1.041, -0.776, 0.697], [-2.986, -0.390, -1.057]]}

***

(6)
{"formula": "C6H14N3OS", "method": "the ωB97M-V functional and the def2-TZVPD basis", "multiplicity": 1, "relative_energy_kj_mol": 466.8, "total_energy_ev": -23791.045, "total_charge": 1, "lumo_energy_ev": -4.09, "elements": ["H", "H", "N", "H", "H", "H", "H", "N", "S", "H", "O", "H", "C", "C", "H", "C", "H", "C", "H", "H", "H", "N", "C", "C", "H"], "xyz": [[-4.149, 0.092, 0.571], [1.052, -0.040, 1.889], [-2.019, -0.141, 0.673], [-0.185, 1.472, 0.425], [-2.261, 2.197, 0.360], [3.116, 0.970, 2.068], [-3.452, -1.464, -0.157], [0.528, -1.045, 0.216], [-1.575, 1.276, 1.093], [-4.464, 0.234, -1.764], [-1.115, -2.702, -0.155], [3.438, 1.720, 0.438], [-3.457, 0.275, -1.405], [3.379, 0.803, 1.049], [3.175, -1.568, -1.039], [-0.520, -1.755, 0.140], [4.034, -0.200, -0.967], [-3.343, -0.353, -0.048], [-2.779, -0.265, -2.102], [4.480, 0.441, 0.995], [-3.144, 1.361, -1.225], [2.551, -0.170, 0.494], [1.347, -0.303, 0.897], [3.068, -0.542, -0.834], [2.296, -0.293, -1.611]]}

***

(7)
{"formula": "C6H14N3Pt", "method": "the ωB97M-V functional and the def2-TZVPD basis", "multiplicity": 3, "relative_energy_kj_mol": 125.2, "total_energy_ev": -14162.696, "total_charge": -1, "lumo_energy_ev": [2.76, 3.09], "elements": ["H", "H", "H", "C", "H", "C", "H", "C", "Pt", "H", "H", "H", "H", "C", "H", "H", "N", "N", "H", "C", "H", "C", "N", "H"], "xyz": [[0.474, -0.635, 4.932], [-1.348, 1.006, -4.380], [2.719, -0.996, 2.040], [-1.653, 0.276, -3.633], [-1.311, -0.007, 3.356], [0.749, -0.566, 2.882], [1.670, 0.968, -1.593], [-0.926, -0.002, 1.246], [-0.775, -0.100, -1.662], [2.068, -1.020, 4.413], [-1.933, 0.263, 0.912], [-2.531, -0.304, -3.907], [0.857, 1.655, -2.837], [1.252, -0.591, 0.517], [0.497, 2.085, -1.294], [-1.914, 0.895, -2.704], [0.746, 1.293, -1.890], [1.129, -0.738, 4.171], [-1.965, -1.141, -1.336], [1.676, -0.746, 1.828], [1.910, -0.775, -0.342], [-0.574, -0.182, 2.570], [-0.031, -0.210, 0.240], [-0.786, -0.428, -3.531]]}

***

(8)
{"formula": "C6H14N3S", "method": "the ωB97M-V functional and the def2-TZVPD basis", "multiplicity": 1, "relative_energy_kj_mol": 215.8, "total_energy_ev": -21746.383, "total_charge": 1, "lumo_energy_ev": -4.02, "elements": ["H", "H", "N", "H", "H", "H", "N", "H", "H", "H", "N", "C", "C", "H", "C", "C", "S", "H", "H", "C", "H", "H", "C", "H"], "xyz": [[-1.999, 0.383, -1.250], [-2.224, -1.213, 0.510], [2.586, 2.055, -1.792], [-2.352, 1.320, 2.240], [-0.434, 1.029, 0.675], [0.976, -2.201, -1.082], [-1.007, 0.033, -1.148], [-0.484, -2.429, -0.105], [-3.149, 1.057, 0.770], [-0.450, 0.660, -1.605], [0.581, -0.705, 0.353], [1.754, -0.034, 0.302], [-2.827, 0.538, 1.621], [1.176, -2.690, 0.752], [-1.782, -0.582, 1.164], [-0.650, 0.069, 0.274], [3.141, -0.931, -0.107], [3.013, 3.174, -3.544], [1.714, 1.114, 0.365], [2.843, 2.621, -2.746], [4.084, -0.050, 0.085], [-1.425, -1.056, 2.106], [0.549, -2.154, -0.023], [-3.632, -0.008, 2.186]]}

***

(9)
{"formula": "C6H14N4", "method": "the ωB97M-V functional and the def2-TZVPD basis", "multiplicity": 1, "relative_energy_kj_mol": 615.8, "total_energy_ev": -12387.556, "total_charge": 2, "lumo_energy_ev": -8.41, "elements": ["H", "H", "H", "C", "H", "H", "N", "H", "H", "H", "H", "H", "N", "C", "H", "H", "C", "C", "C", "N", "H", "C", "H", "N"], "xyz": [[-0.117, -1.300, -1.543], [0.148, 1.068, -2.445], [-1.906, 2.679, 0.287], [2.672, -1.452, 0.243], [0.741, -2.390, 0.760], [-2.110, 0.191, -1.302], [-2.031, 1.211, 2.497], [-0.016, 2.159, -1.335], [-2.019, 1.657, -2.164], [3.026, -0.442, -0.129], [3.283, -3.153, 1.297], [-2.877, 1.809, 2.629], [-0.202, 1.181, -1.431], [1.353, -1.993, -0.122], [-3.198, 1.815, 0.207], [-1.568, 0.851, 3.307], [-1.637, 1.040, 1.272], [-2.179, 1.671, 0.113], [0.565, 0.262, -0.575], [3.476, -2.293, 0.805], [1.371, -2.655, -1.027], [-1.727, 1.147, -1.255], [4.466, -2.087, 0.754], [0.488, -0.977, -0.845]]}

***

(10)
{"formula": "C6H14N4", "method": "the ωB97M-V functional and the def2-TZVPD basis", "multiplicity": 3, "relative_energy_kj_mol": 476.9, "total_energy_ev": -12384.308, "total_charge": 2, "lumo_energy_ev": [-7.05, -13.56], "elements": ["C", "N", "H", "N", "H", "C", "C", "C", "N", "H", "H", "H", "H", "H", "H", "H", "C", "H", "H", "C", "N", "H", "H", "H"], "xyz": [[0.297, -0.998, 1.759], [-1.029, -0.958, 1.243], [1.912, 1.901, -0.047], [-2.338, 0.548, 0.016], [0.486, -0.231, 2.622], [-1.180, 0.210, 0.444], [0.935, -0.664, 0.423], [0.812, 1.819, 0.321], [0.404, -1.884, -0.285], [0.352, -1.980, -1.277], [0.829, 0.359, -2.100], [-0.271, 1.709, -1.795], [-3.190, 0.002, 0.358], [-1.010, -2.928, 0.829], [0.865, 1.808, 1.433], [-2.591, 1.446, -0.490], [-0.099, 0.632, -1.663], [1.995, -0.632, 0.166], [-0.975, -0.085, -1.835], [0.132, 0.586, -0.157], [-0.967, -2.098, 0.336], [0.967, -2.684, 0.030], [0.684, -2.041, 2.059], [0.348, 2.785, 0.102]]}

***

(11)
{"formula": "C6H14N4O", "method": "the ωB97M-V functional and the def2-TZVPD basis", "smiles": "C[N+](C)=C(N)NC(=O)CC=[NH2+]", "multiplicity": 1, "relative_energy_kj_mol": 233.0, "total_energy_ev": -14437.294, "total_charge": 2, "lumo_energy_ev": -8.26, "elements": ["H", "H", "C", "H", "H", "N", "N", "H", "C", "C", "H", "H", "H", "H", "H", "H", "C", "H", "H", "C", "N", "H", "O", "N", "C"], "xyz": [[5.006, -0.377, -1.360], [1.725, 1.628, 0.108], [1.657, -0.566, 0.333], [-2.382, -1.761, 1.347], [-2.834, 1.103, -1.562], [-2.322, -0.479, -0.415], [-0.879, 1.432, 0.817], [-1.684, 2.026, 0.723], [2.361, 0.767, 0.336], [-0.818, 0.209, 0.337], [4.007, -1.246, -0.183], [2.805, 0.872, 1.448], [-3.836, -0.230, -1.617], [3.834, 1.551, -0.982], [-4.000, 0.996, -0.168], [-3.843, -0.993, 0.826], [3.592, 0.718, -0.454], [-0.126, 1.997, 0.995], [-3.028, -2.433, -0.072], [-3.278, 0.452, -0.947], [0.253, -0.600, 0.213], [0.144, -1.644, -0.004], [2.240, -1.620, 0.370], [4.321, -0.291, -0.571], [-2.914, -1.514, 0.480]]}

***

(12)
{"formula": "C6H14N4O2", "method": "the ωB97M-V functional and the def2-TZVPD basis", "smiles": "CCN(CCN(CC)N=O)N=O", "multiplicity": 1, "relative_energy_kj_mol": 599.0, "total_energy_ev": -16499.507, "total_charge": 0, "lumo_energy_ev": 0.65, "elements": ["C", "H", "H", "C", "N", "N", "H", "H", "H", "C", "H", "C", "C", "H", "N", "N", "H", "H", "H", "O", "H", "O", "C", "H", "H", "H"], "xyz": [[-2.930, 0.233, -1.217], [-3.865, -0.234, -1.640], [-2.078, 0.282, -1.963], [0.600, -1.263, 1.116], [-0.951, 1.501, -0.123], [-1.219, 0.336, 0.448], [3.406, -0.495, 0.527], [2.877, 0.432, -1.948], [1.958, 1.593, -1.159], [-2.434, -0.309, 0.136], [3.794, 1.438, -0.821], [2.823, 0.929, -1.026], [-0.451, -0.226, 1.595], [-3.153, -0.113, 0.975], [1.360, -0.790, -0.024], [0.883, -0.863, -1.260], [0.113, -2.131, 0.772], [-3.166, 1.336, -0.944], [-2.221, -1.324, 0.070], [-0.237, -1.419, -1.398], [2.227, 0.803, 1.071], [0.068, 2.078, 0.285], [2.509, 0.110, 0.213], [1.283, -1.615, 1.913], [-1.199, -0.855, 2.195], [0.000, 0.565, 2.208]]}